--- a ---
This record from the Open Molecules 2025 dataset describes a molecular structure, C28H37BrCl5N2O4PdSbSi3. The level of theory is ωB97M-V/def2-TZVPD.

Positions of all 82 atoms, in Å:
Pd1 -0.510 -0.803 3.049
C1 4.219 -2.770 1.872
C2 3.240 -2.738 3.008
C3 3.408 -3.244 4.299
C4 2.476 -3.037 5.276
C5 1.297 -2.418 4.892
Br1 -0.152 -2.057 6.160
N1 1.118 -1.938 3.646
C6 2.103 -1.964 2.766
H1 3.749 -2.582 0.900
H2 4.820 -3.707 1.802
H3 4.896 -1.957 2.082
H4 4.309 -3.875 4.518
H5 2.727 -3.228 6.328
H6 1.969 -1.396 1.860
Cl1 -4.305 -0.761 3.704
C7 -3.198 0.593 3.602
C8 -1.818 0.577 3.760
C9 -1.113 1.692 4.168
Cl2 0.524 1.481 4.648
C10 -1.704 2.975 4.166
Cl3 -0.756 4.351 4.493
C11 -2.997 3.049 3.569
Cl4 -3.592 4.601 3.078
C12 -3.738 1.855 3.402
Cl5 -5.397 2.072 3.071
C13 -1.114 -4.241 2.409
Si1 -0.949 -3.586 0.652
C14 -2.413 -4.035 -0.401
C15 0.764 -3.567 -0.100
Sb1 -1.566 -0.816 0.684
Si2 1.528 1.082 -4.694
C16 0.505 2.416 -5.687
C17 0.858 -0.534 -5.328
C18 3.359 1.319 -4.830
Si3 -3.967 -0.662 -0.148
C19 -5.527 -1.540 0.585
C20 -4.260 1.183 -0.039
C21 -3.829 -1.302 -1.984
H7 -1.484 -5.253 2.540
H8 -1.856 -3.534 2.850
H9 -0.173 -4.005 2.937
H10 -2.386 -5.110 -0.667
H11 -2.382 -3.451 -1.348
H12 -3.384 -3.894 0.132
H13 0.898 -4.056 -1.050
H14 1.548 -4.077 0.536
H15 1.151 -2.518 -0.365
H16 0.945 2.529 -6.672
H17 0.403 3.405 -5.221
H18 -0.543 2.100 -5.859
H19 0.442 -0.584 -6.338
H20 0.081 -0.988 -4.604
H21 1.665 -1.361 -5.320
H22 3.943 0.526 -4.299
H23 3.652 2.315 -4.453
H24 3.780 1.324 -5.838
H25 -6.041 -2.082 -0.203
H26 -6.185 -0.777 1.040
H27 -5.233 -2.202 1.386
H28 -3.529 1.739 0.536
H29 -5.250 1.446 0.273
H30 -4.108 1.572 -1.034
H31 -4.564 -0.803 -2.602
H32 -4.012 -2.378 -2.113
H33 -2.797 -1.081 -2.353
O1 2.350 0.312 -1.129
C22 1.968 1.180 -1.896
O2 1.230 0.912 -3.044
C23 2.210 2.607 -1.583
C24 2.765 2.948 -0.289
C25 3.140 4.235 -0.010
C26 3.069 5.218 -0.959
C27 2.522 4.895 -2.209
C28 1.993 3.676 -2.434
N2 2.630 5.868 -3.342
O3 3.409 6.769 -3.187
O4 1.929 5.578 -4.315
H34 2.869 2.155 0.438
H35 3.602 4.509 0.954
H36 3.463 6.228 -0.813
H37 1.308 3.622 -3.311

Properties
* charge: +2
* multiplicity: 5
* ⟨S²⟩: 6.032

Atom charges from the Löwdin analysis, given in e for atoms 1 to 6: 0.54 -0.02 -0.22 0.01 -0.07 -0.66

***

--- b ---
This record from the Open Molecules 2025 dataset describes a molecular structure, C28H37BrCl5N2O4PdSbSi3. The level of theory is ωB97M-V/def2-TZVPD.

Positions of all 82 atoms, in Å:
Pd1 1.594 0.058 2.002
C1 3.101 1.938 -3.300
C2 3.143 0.407 -3.155
C3 2.283 -0.409 -3.919
C4 2.123 -1.733 -3.587
C5 2.928 -2.168 -2.527
Br1 2.623 -4.044 -2.048
N1 3.760 -1.483 -1.809
C6 3.880 -0.163 -2.132
H1 3.583 2.218 -4.225
H2 3.631 2.357 -2.427
H3 2.099 2.363 -3.297
H4 1.685 -0.049 -4.691
H5 1.340 -2.302 -4.072
H6 4.635 0.399 -1.639
Cl1 3.679 -1.636 2.622
C7 4.294 -0.154 2.023
C8 3.413 0.880 1.776
C9 3.753 2.070 1.194
Cl2 2.751 3.495 1.107
C10 5.033 2.098 0.636
Cl3 5.317 3.069 -0.806
C11 6.011 1.145 0.981
Cl4 7.673 1.362 0.515
C12 5.621 -0.020 1.670
Cl5 6.805 -1.183 1.977
C13 1.128 -4.086 3.521
Si1 -0.298 -3.325 2.567
C14 -1.567 -2.193 3.404
C15 -1.143 -4.870 1.758
Sb1 0.608 -1.828 0.490
Si2 -3.260 -1.346 -3.178
C16 -2.708 -0.663 -4.836
C17 -5.119 -1.305 -2.831
C18 -2.550 -2.994 -2.810
Si3 0.552 1.309 3.661
C19 0.793 0.288 5.220
C20 1.476 2.844 3.838
C21 -1.235 1.481 3.221
H7 0.808 -4.371 4.543
H8 1.964 -3.330 3.483
H9 1.488 -5.022 3.088
H10 -1.192 -1.221 3.681
H11 -1.897 -2.746 4.318
H12 -2.473 -1.925 2.903
H13 -1.323 -5.754 2.421
H14 -0.472 -5.133 0.921
H15 -2.077 -4.555 1.328
H16 -3.023 0.392 -5.032
H17 -3.260 -1.222 -5.618
H18 -1.682 -0.838 -5.129
H19 -5.517 -1.603 -1.840
H20 -5.650 -1.974 -3.497
H21 -5.366 -0.252 -2.982
H22 -1.501 -2.860 -2.589
H23 -2.662 -3.727 -3.584
H24 -3.057 -3.352 -1.970
H25 0.458 0.829 6.138
H26 1.858 0.153 5.317
H27 0.470 -0.749 5.048
H28 2.580 2.762 3.756
H29 1.312 3.218 4.912
H30 1.132 3.601 3.130
H31 -1.640 0.716 2.535
H32 -1.354 2.444 2.719
H33 -1.835 1.432 4.103
O1 -0.677 -0.080 -0.787
C22 -1.767 0.354 -1.220
O2 -2.588 -0.344 -1.990
C23 -2.340 1.739 -0.942
C24 -1.670 2.788 -0.267
C25 -2.151 4.138 -0.327
C26 -3.302 4.371 -1.017
C27 -4.127 3.284 -1.383
C28 -3.619 1.982 -1.393
N2 -5.323 3.558 -2.085
O3 -5.660 4.761 -2.285
O4 -5.987 2.608 -2.579
H34 -0.777 2.626 0.300
H35 -1.601 4.967 0.091
H36 -3.612 5.330 -1.398
H37 -4.324 1.178 -1.716

Properties
* charge: +2
* multiplicity: 5
* ⟨S²⟩: 6.012

Atom charges from the Löwdin analysis, given in e for atoms 1 to 6: 0.45 -0.03 -0.21 -0.01 -0.11 -0.75

***

a takes first place; second place is 0.0508 hartree up.

***

--- a ---
This record from the Open Molecules 2025 dataset describes a single CH2N2OS2 molecule. The level of theory is ωB97M-V/def2-TZVPD.

Positions of all 8 atoms, in Å:
C1 -0.063 -1.083 -0.019
N1 -1.446 1.739 0.108
N2 1.026 -0.356 -0.159
O1 -0.426 2.326 0.250
S1 -1.653 0.186 -0.058
S2 -0.378 -2.678 0.132
H1 0.922 0.611 0.089
H2 2.017 -0.746 -0.342

Atom charges from the Löwdin analysis, given in e for atoms 1 to 6: -1.11 -0.55 0.02 -0.11 0.92 0.61

***

--- b ---
This record from the Open Molecules 2025 dataset describes a single CH2N2OS2 molecule. The level of theory is ωB97M-V/def2-TZVPD.

Positions of all 8 atoms, in Å:
C1 -0.436 0.821 0.827
N1 -0.846 1.320 -0.380
N2 0.874 -0.392 -0.908
O1 -0.260 -1.778 1.052
S1 -0.257 0.648 -1.684
S2 0.627 -0.650 0.805
H1 -0.839 1.239 1.729
H2 1.136 -1.207 -1.440

Atom charges from the Löwdin analysis, given in e for atoms 1 to 6: -0.34 -0.41 -0.54 -0.51 0.87 0.83

***

b takes first place; second place is 0.0295 hartree up.

***

--- a ---
This record from the Open Molecules 2025 dataset describes a molecular structure, CH2N2OS2. The level of theory is ωB97M-V/def2-TZVPD.

Positions of all 8 atoms, in Å:
C1 1.047 1.235 0.195
N1 1.550 -1.605 -0.046
N2 0.065 0.348 0.301
O1 1.622 -2.786 -0.311
S1 1.940 2.415 -0.192
S2 2.749 -0.573 0.157
H1 -0.805 0.706 0.052
H2 0.523 -0.787 0.184

Atom charges from the Löwdin analysis, given in e for atoms 1 to 6: -0.90 -0.66 0.02 -0.08 0.76 0.75

***

--- b ---
This record from the Open Molecules 2025 dataset describes 2 unconnected molecules or ions with the total composition CH2N2OS2. The level of theory is ωB97M-V/def2-TZVPD.

Positions of all 8 atoms, in Å:
C1 -1.216 -0.443 0.781
N1 1.993 0.633 -0.165
N2 1.120 0.901 0.453
O1 2.827 0.247 -0.842
S1 -1.652 0.822 -0.196
S2 -0.660 -1.933 0.184
H1 -2.248 1.507 0.826
H2 -0.165 -1.733 -1.042

Atom charges from the Löwdin analysis, given in e for atoms 1 to 6: -1.06 -0.30 0.20 0.12 0.66 0.65

***

a takes first place; second place is 0.0123 hartree up.

***

--- a ---
This record from the Open Molecules 2025 dataset describes 6 unconnected molecules or ions with the total composition C14H40O6. The level of theory is ωB97M-V/def2-TZVPD.

Positions of all 60 atoms, in Å:
C1 3.444 -2.132 2.308
C2 4.307 -3.030 3.182
O1 5.137 -3.865 2.376
H1 3.020 -2.594 1.413
H2 3.947 -1.193 2.073
H3 2.484 -1.823 2.750
H4 3.711 -3.689 3.808
H5 4.938 -2.422 3.837
H6 5.701 -3.306 1.834
C3 -1.750 2.283 4.538
C4 -2.333 1.981 3.165
O2 -1.323 1.618 2.225
H7 -1.158 3.198 4.430
H8 -1.125 1.481 4.918
H9 -2.564 2.523 5.223
H10 -2.933 2.811 2.781
H11 -3.029 1.141 3.208
H12 -0.609 2.262 2.258
C5 -0.674 1.415 -3.509
C6 -0.261 2.694 -4.281
O3 1.156 2.795 -4.343
H13 -1.615 1.022 -3.901
H14 -0.753 1.702 -2.464
H15 0.058 0.637 -3.717
H16 -0.708 3.568 -3.792
H17 -0.683 2.715 -5.286
H18 1.417 2.902 -3.407
C7 4.208 2.540 -0.646
C8 2.735 2.514 -1.041
O4 2.364 3.595 -1.921
H19 4.310 1.978 0.291
H20 4.483 3.553 -0.351
H21 4.834 2.047 -1.382
H22 2.112 2.527 -0.138
H23 2.463 1.603 -1.581
H24 2.340 4.367 -1.341
C9 -4.212 -0.554 -1.128
C10 -4.168 -2.094 -1.215
C11 -3.259 -2.564 -2.343
O5 -3.781 -2.657 0.020
H25 -3.191 -0.201 -1.293
H26 -4.644 -0.238 -0.184
H27 -4.797 -0.150 -1.958
H28 -5.163 -2.465 -1.470
H29 -3.315 -3.650 -2.421
H30 -2.222 -2.261 -2.194
H31 -3.611 -2.143 -3.289
H32 -2.978 -2.237 0.358
C12 -0.048 -2.845 0.585
C13 -0.177 -1.312 0.702
C14 0.030 -0.669 -0.668
O6 -1.445 -1.048 1.271
H33 -0.210 -3.258 1.578
H34 0.889 -3.068 0.074
H35 -0.815 -3.264 -0.076
H36 0.641 -1.063 1.396
H37 0.993 -1.002 -1.051
H38 0.086 0.417 -0.565
H39 -0.837 -0.958 -1.258
H40 -1.422 -0.134 1.614

Atom charges from the Löwdin analysis, given in e for atoms 1 to 6: -0.10 -0.31 -0.08 0.07 0.07 0.06

***

--- b ---
This record from the Open Molecules 2025 dataset describes 6 unconnected molecules or ions with the total composition C14H40O6. The level of theory is ωB97M-V/def2-TZVPD.

Positions of all 60 atoms, in Å:
C1 -13.229 -3.259 -16.455
C2 -13.840 -2.428 -17.552
O1 -13.354 -2.887 -18.821
H1 -13.497 -4.307 -16.590
H2 -13.615 -2.904 -15.497
H3 -12.148 -3.145 -16.369
H4 -13.537 -1.383 -17.404
H5 -14.932 -2.436 -17.568
H6 -13.693 -2.358 -19.548
O2 -13.994 -5.691 -18.904
H7 -13.731 -4.757 -18.907
H8 -13.159 -6.183 -18.955
C3 -16.393 -8.892 -21.891
C4 -15.337 -8.170 -21.103
C5 -13.963 -8.261 -21.777
O3 -15.764 -6.825 -20.916
H9 -17.396 -8.735 -21.492
H10 -16.242 -9.975 -21.921
H11 -16.440 -8.597 -22.945
H12 -15.282 -8.631 -20.104
H13 -13.542 -9.240 -21.555
H14 -13.290 -7.471 -21.443
H15 -14.099 -8.057 -22.842
H16 -15.157 -6.398 -20.294
C6 -9.247 -5.899 -21.952
C7 -9.914 -4.943 -20.994
C8 -11.379 -4.672 -21.329
O4 -9.788 -5.448 -19.667
H17 -8.312 -6.287 -21.544
H18 -9.068 -5.451 -22.925
H19 -9.872 -6.794 -22.059
H20 -9.436 -3.958 -21.112
H21 -12.003 -5.553 -21.146
H22 -11.465 -4.416 -22.386
H23 -11.816 -3.900 -20.692
H24 -10.153 -4.784 -19.071
C9 -17.486 -7.460 -17.209
C10 -16.357 -6.827 -16.361
C11 -15.133 -7.711 -16.399
O5 -16.089 -5.513 -16.829
H25 -18.321 -6.769 -17.304
H26 -17.771 -8.423 -16.787
H27 -17.118 -7.615 -18.231
H28 -16.832 -6.709 -15.384
H29 -15.425 -8.746 -16.205
H30 -14.352 -7.451 -15.680
H31 -14.672 -7.666 -17.388
H32 -15.501 -5.580 -17.591
C12 -10.468 -9.321 -18.067
C13 -11.594 -8.336 -17.761
C14 -11.257 -7.536 -16.514
O6 -11.767 -7.455 -18.877
H33 -10.407 -10.048 -17.250
H34 -9.531 -8.766 -18.100
H35 -10.625 -9.897 -18.976
H36 -12.553 -8.824 -17.582
H37 -11.998 -6.767 -16.300
H38 -10.265 -7.071 -16.557
H39 -11.151 -8.214 -15.659
H40 -10.927 -7.002 -19.043

Atom charges from the Löwdin analysis, given in e for atoms 1 to 6: -0.08 -0.29 -0.11 0.06 0.08 0.08

***

b takes first place; second place is 0.0703 hartree up.